1.
Below is a cluster of 2 separate species, C6H9N4O4 in total, with properties calculated with ωB97M-V/def2-TZVPD.

As for the spin multiplicity: 1. Its total charge is -1. As for the relative energy (zero: lowest compared OMol25 entry of this formula, charge and spin): 149.8 kcal/mol. The total energy comes out at -753.64013 hartree. The calculation puts the highest occupied orbital energy (alpha / beta) at -2.200 / -2.200 eV.

CARTESIAN COORDINATES (ANGSTROEM)
O 4.6329 -0.1746 -2.4471
O -2.2999 2.7652 3.5307
O -0.2766 -0.3423 -1.7463
O -2.3756 -0.2269 -0.0103
N -1.9253 0.4120 1.0304
N 0.7164 -1.4136 -1.7804
N -1.9057 1.8147 2.7544
N 3.3896 -0.2800 -2.1768
C -0.6182 0.1944 1.5919
C 0.9995 -2.3766 -0.9949
C -0.5569 1.2751 2.7781
C 2.6151 -0.7561 -3.1766
C -2.6580 1.2994 1.7319
C 1.3579 -1.2689 -3.0387
H -1.0519 -0.2558 -0.9990
H 0.5907 -2.3262 -0.0116
H 3.1414 -0.7667 -4.1113
H 0.7046 -1.6300 -3.8165
H -3.7016 1.6657 1.5950
H 0.1207 0.1336 0.8088
H -0.7901 -0.7640 2.0830
H 0.1378 2.1415 2.7180
H -0.2468 0.8799 3.6873

=====

2.
Below is a cluster of 2 separate species, C5H14N in total, with properties calculated with ωB97M-V/def2-TZVPD.

As for the spin multiplicity: 1. Its total charge is +1. As for the relative energy (zero: lowest compared OMol25 entry of this formula, charge and spin): 104.0 kcal/mol. The total energy comes out at -253.25256 hartree. The calculation puts the highest occupied orbital energy at -13.885 eV.

CARTESIAN COORDINATES (ANGSTROEM)
N 0.5751 -0.3904 -2.1864
C 1.1683 -1.7024 -2.5509
C -0.9275 -0.7314 1.4723
C -1.1936 1.8836 1.6262
C 0.4965 0.6825 0.2890
C -0.2163 0.7051 1.5150
H 1.9107 -2.0911 -1.8545
H 0.7451 -0.3230 -1.1842
H -1.8665 -0.6104 0.9382
H -1.0883 -1.1327 2.4684
H 1.5697 -1.6534 -3.5631
H 0.3700 -2.4404 -2.6466
H -0.6043 2.7970 1.5279
H -1.9157 1.9587 0.8090
H -0.3053 -1.4556 0.9423
H 0.3802 0.7544 2.4284
H 1.2317 0.3215 -2.5139
H -0.1522 1.1495 -0.4478
H 1.5505 0.4334 0.3600
H -1.7281 1.8451 2.5709